{
  "formula": "C40H78ClF12N6O18S4",
  "method": "the ωB97M-V functional and the def2-TZVPD basis",
  "e_homo_ev": -10.331,
  "total_charge": 1,
  "lumo_ev": -4.9,
  "total_energy_ev": -176998.4559,
  "relative_energy_kj_mol": 0.00,
  "symbols": ["C", "C", "O", "N", "H", "H", "C", "H", "H", "H", "H", "H", "H", "C", "C", "O", "N", "H", "H", "C", "H", "H", "H", "H", "H", "H", "C", "C", "O", "N", "H", "H", "C", "H", "H", "H", "H", "H", "H", "C", "C", "C", "C", "C", "C", "N", "O", "C", "C", "C", "H", "H", "H", "H", "H", "H", "H", "H", "H", "H", "H", "H", "H", "H", "H", "H", "H", "H", "C", "C", "C", "C", "C", "C", "N", "O", "C", "C", "C", "H", "H", "H", "H", "H", "H", "H", "H", "H", "H", "H", "H", "H", "H", "H", "H", "H", "H", "C", "C", "C", "C", "C", "C", "N", "O", "C", "C", "C", "H", "H", "H", "H", "H", "H", "H", "H", "H", "H", "H", "H", "H", "H", "H", "H", "H", "H", "Cl", "C", "F", "F", "F", "S", "O", "O", "O", "C", "F", "F", "F", "S", "O", "O", "O", "C", "F", "F", "F", "S", "O", "O", "O", "C", "F", "F", "F", "S", "O", "O", "O"],
  "xyz": [[-3.8205, -5.3597, 1.8336], [-5.0705, -4.5834, 1.6504], [-6.0618, -4.6707, 2.3168], [-4.9754, -3.6708, 0.6264], [-4.3458, -2.6547, 1.0617], [-4.5054, -4.1149, -0.1639], [-6.3429, -3.3136, 0.2982], [-3.8363, -6.0734, 2.6434], [-3.0693, -4.6653, 1.9888], [-3.5125, -5.8561, 0.8993], [-6.8667, -4.3221, 0.2662], [-6.2691, -2.6851, -0.5743], [-6.8769, -2.8792, 1.1676], [-0.9154, -1.0346, -4.8478], [-2.3677, -0.5321, -4.7525], [-3.0826, -0.0831, -5.5969], [-2.9441, -0.6540, -3.3488], [-2.3866, -1.4413, -2.9987], [-2.5979, 0.1445, -2.8485], [-4.3944, -0.7019, -3.2175], [-0.8047, -1.3025, -5.9168], [-0.7332, -1.9356, -4.2596], [-0.3077, -0.2012, -4.5568], [-4.7635, -1.6662, -3.1076], [-4.8176, -0.1654, -4.0460], [-4.5500, -0.0065, -2.3884], [0.0809, 1.1193, 1.7589], [0.8113, 0.2124, 0.6932], [1.8844, 0.5532, 0.2036], [0.0647, -1.0307, 0.3342], [-0.8116, -2.7884, 1.2598], [-0.8861, -0.7405, 0.2814], [0.3947, -1.7057, -0.9873], [0.2720, 2.2082, 1.6092], [0.1616, 0.7682, 2.7936], [-0.9477, 0.8710, 1.5279], [-0.4231, -2.3969, -1.3856], [1.3835, -2.1714, -0.8766], [0.5339, -0.8953, -1.6966], [5.4894, -0.6824, 0.5579], [5.2798, -0.6885, -0.9463], [4.6481, 0.6524, -1.4340], [4.9160, 0.8561, -2.9652], [6.3378, 0.9211, -3.4186], [7.0866, -0.3962, -2.9529], [6.5947, -0.9506, -1.6098], [7.4790, -1.4309, -0.9536], [8.6356, -0.0953, -2.8060], [6.8536, -1.5424, -3.9014], [4.4403, -1.8901, -1.4138], [5.7993, -1.6654, 0.9301], [4.4848, -0.4539, 0.9842], [6.2280, 0.0830, 0.8461], [4.9205, 1.5293, -0.9207], [3.5982, 0.5595, -1.1928], [4.5199, 1.8539, -3.0692], [4.3342, 0.2165, -3.6448], [6.8829, 1.7567, -3.1043], [6.4731, 0.8704, -4.5473], [8.8400, 0.4745, -1.8807], [9.0655, 0.3782, -3.6999], [9.2131, -0.9976, -2.6005], [7.2337, -1.3638, -4.8961], [5.8362, -1.8723, -4.0682], [7.3850, -2.4731, -3.5519], [4.2765, -1.9128, -2.5062], [3.4937, -1.6904, -0.8814], [4.8858, -2.8401, -1.1496], [2.3610, 4.3645, -0.0134], [1.4954, 5.5117, -0.3642], [2.4761, 6.7182, -0.5195], [1.9362, 7.9457, -1.2957], [1.5075, 7.5310, -2.7294], [0.4704, 6.4014, -2.7676], [0.9449, 5.2761, -1.8121], [0.8350, 4.0815, -2.1570], [0.2338, 5.7924, -4.1717], [-0.8849, 6.8006, -2.2409], [0.3996, 5.7187, 0.6423], [1.8333, 3.4133, 0.1972], [2.8905, 4.6879, 0.8781], [3.1160, 4.0971, -0.7506], [3.4250, 6.4754, -0.8600], [2.6212, 7.0182, 0.5290], [2.7355, 8.6586, -1.3793], [1.1427, 8.5581, -0.7991], [2.3860, 7.2289, -3.2866], [0.9718, 8.4053, -3.1236], [1.1420, 5.3058, -4.5456], [0.0129, 6.5972, -4.8954], [-0.5043, 4.9850, -4.0582], [-1.4642, 7.4253, -2.9289], [-0.8037, 7.4803, -1.3892], [-1.4802, 5.9514, -1.9773], [0.1128, 6.8206, 0.6619], [0.8079, 5.4870, 1.6128], [-0.4921, 5.0796, 0.2913], [-4.6542, -1.3138, 7.4175], [-3.9694, -1.9707, 6.2060], [-4.1570, -1.1082, 4.9561], [-3.5794, 0.3009, 5.0679], [-2.1308, 0.0990, 5.4638], [-1.7732, -0.6669, 6.7427], [-2.5467, -1.9575, 6.5963], [-2.0008, -2.8891, 7.0830], [-1.9389, 0.0459, 8.0914], [-0.1876, -0.9623, 6.6227], [-4.2734, -3.4462, 5.9271], [-3.9717, -1.4286, 8.2220], [-5.5830, -1.8147, 7.5849], [-4.7436, -0.2396, 7.2026], [-5.2408, -0.9654, 4.8480], [-3.8252, -1.7075, 4.1509], [-4.1274, 0.9530, 5.7691], [-3.6337, 0.8016, 4.1206], [-1.5263, 0.9512, 5.4379], [-1.8022, -0.5480, 4.7010], [-2.9472, 0.4354, 8.3422], [-1.1115, 0.7722, 8.0774], [-1.8181, -0.7880, 8.7922], [0.0401, -1.8754, 6.1152], [0.2469, -1.0842, 7.6449], [0.1756, -0.1214, 6.0465], [-5.2210, -3.6895, 5.3695], [-4.3754, -3.9289, 6.8889], [-3.4024, -3.8408, 5.3025], [-3.3963, -1.5021, 1.6696], [-2.5586, -5.3497, -3.8925], [-1.5222, -6.1457, -3.5670], [-2.1178, -4.5876, -4.9104], [-3.6039, -6.1314, -4.2588], [-3.0427, -4.2218, -2.5416], [-1.9503, -3.2994, -2.2983], [-4.2908, -3.6804, -2.9929], [-3.1923, -5.1099, -1.3839], [2.4273, -3.7099, -5.5986], [1.1343, -4.0263, -5.2612], [3.2960, -4.4196, -4.9218], [2.6034, -4.0424, -6.8629], [2.6445, -1.9150, -5.2749], [2.1727, -1.6830, -3.8926], [4.0645, -1.7531, -5.4193], [1.8878, -1.3433, -6.3721], [1.7863, -3.5367, 3.4829], [1.8165, -4.5616, 2.7323], [2.0071, -3.8828, 4.6646], [2.5832, -2.6078, 3.0990], [0.0365, -2.7742, 3.5352], [-0.7009, -3.4329, 4.5770], [0.1965, -1.3874, 3.6650], [-0.5864, -3.3713, 2.0869], [-3.8437, 3.1529, -0.5038], [-4.2842, 4.3893, -0.8099], [-3.3757, 3.2214, 0.7503], [-4.8427, 2.2601, -0.6004], [-2.4420, 2.7498, -1.6915], [-2.2674, 1.3023, -1.7647], [-2.8902, 3.3614, -2.9104], [-1.4293, 3.4284, -0.9181]],
  "atomic_forces_ev_per_a": [[-0.692, -1.571, -0.696], [1.281, -2.119, 2.120], [-0.256, -0.186, 0.640], [-0.387, 1.682, -0.337], [0.143, -0.667, -0.362], [0.600, 0.152, -0.437], [-1.575, -0.825, 0.194], [-0.300, -0.067, 0.178], [1.809, 1.531, 0.521], [-0.318, 0.062, 0.179], [0.141, 1.533, -1.142], [-0.758, -0.035, -0.345], [0.777, 0.389, -0.715], [-2.080, -0.218, -1.251], [-0.262, -0.255, -0.579], [0.842, -0.341, 0.524], [1.415, -1.609, -1.846], [-0.744, -0.599, 0.685], [0.437, 1.309, 0.826], [0.341, 2.781, 0.609], [0.438, 0.412, 0.633], [0.004, 0.266, 0.219], [0.771, 0.222, 0.068], [-0.522, -1.501, 0.262], [-0.136, -0.125, -0.697], [-0.620, -0.620, 0.358], [-0.222, -1.067, -1.266], [-0.082, -0.404, -0.034], [-1.259, -1.031, 0.471], [1.620, 1.709, -0.346], [0.957, -0.310, 2.376], [-1.112, 0.119, 0.336], [0.183, 0.648, 0.392], [0.018, -1.073, 0.106], [0.659, 0.165, -0.336], [-0.661, 0.641, 0.088], [1.268, 0.856, 1.137], [-0.590, -0.281, -0.185], [0.062, -0.083, -0.491], [-0.520, -0.188, 0.233], [-0.037, 0.117, -0.136], [0.624, -2.265, -2.207], [-1.625, 0.964, 0.347], [0.511, -3.183, -0.867], [1.041, 0.879, -0.844], [2.773, 2.058, 1.231], [-1.556, -0.270, -0.512], [-0.464, -0.639, 0.943], [0.508, -2.287, -0.144], [-0.823, 0.604, -0.316], [-0.011, 0.285, -0.018], [0.760, -0.003, -0.172], [-0.360, -0.264, 0.019], [1.174, 0.857, 1.001], [-0.400, -0.206, -0.394], [-0.417, 0.455, -0.678], [0.041, -0.117, 0.554], [0.709, 1.327, 0.851], [-0.580, 0.198, 1.316], [-0.283, 0.377, -0.649], [-0.549, 0.016, 0.308], [-0.211, -0.210, -0.461], [0.268, 0.497, -0.186], [-0.514, 0.457, 0.130], [-0.255, 0.936, -0.128], [-0.246, 0.278, 0.530], [0.175, -0.621, -0.477], [0.075, -0.148, 0.430], [0.171, -2.095, 0.462], [1.681, 1.110, -2.090], [-2.948, 1.849, 1.728], [-0.589, -0.550, -0.149], [-0.631, 0.362, 1.286], [0.008, -0.629, -0.826], [-0.844, -4.626, -0.680], [0.525, 5.052, 1.070], [1.059, -0.418, 0.568], [-0.438, 1.509, 1.004], [-2.160, 1.181, -1.483], [0.047, 0.601, 0.046], [0.084, -0.191, 0.225], [-0.013, 0.310, -0.253], [1.631, -0.917, -1.017], [0.137, 0.056, -0.174], [0.556, 0.276, -0.167], [0.349, -1.001, -0.110], [0.074, 0.228, -0.421], [0.503, -0.296, -0.590], [0.023, 0.084, 0.098], [-0.394, -0.464, 0.553], [-0.175, 0.610, -0.509], [0.399, -0.447, -0.513], [0.089, -0.364, 0.315], [-0.433, -0.566, 0.136], [0.081, -1.427, -0.023], [-0.162, -0.409, 0.289], [1.174, 0.845, 1.186], [0.671, 0.413, -0.958], [-0.653, -0.405, -1.398], [-1.594, 0.866, 1.076], [0.290, -0.372, 1.121], [-0.900, -0.394, 0.365], [1.317, 0.629, -1.865], [1.798, 0.713, 2.711], [-0.683, -0.525, -0.668], [-1.033, -1.098, -0.098], [-1.589, -0.172, 1.517], [0.007, -0.385, -0.938], [-0.142, -0.159, 1.330], [-0.607, -0.106, 0.217], [-0.398, -0.514, 0.342], [0.074, -0.530, -0.073], [0.569, 0.005, -1.243], [0.041, -0.375, -0.153], [0.063, 0.111, -0.613], [0.757, 1.555, -0.074], [0.991, -0.605, -1.226], [0.848, 0.356, -0.586], [-0.619, -0.178, 0.582], [0.635, 0.556, 0.505], [-0.156, -0.344, -0.418], [-0.228, 0.519, -0.846], [0.504, 0.063, 0.282], [0.883, 0.904, 0.426], [0.339, -0.621, 0.087], [-1.246, 0.145, 0.977], [0.023, 0.046, -0.171], [0.805, -0.515, -0.480], [-0.726, 0.246, 0.169], [-0.677, -0.307, -0.153], [1.021, 0.886, 0.127], [-0.217, -1.717, 2.419], [0.097, 0.726, -1.041], [-0.345, 0.680, -0.515], [-0.279, 0.159, -0.339], [-1.386, 0.648, 0.050], [0.961, -0.281, -0.009], [0.308, -0.817, 1.218], [-0.159, 0.212, -0.688], [-0.944, 0.334, -0.094], [0.140, -0.247, -1.295], [1.417, 0.245, 0.291], [-0.267, 0.118, 0.882], [-3.331, 1.355, -1.177], [0.238, -1.896, -2.036], [1.206, -0.910, 4.246], [1.660, 1.448, -0.896], [-1.670, -2.985, -2.725], [0.138, -0.248, -0.518], [0.255, 1.926, -0.629], [0.543, 1.414, 1.126], [0.472, -0.153, -0.765], [-0.229, -0.598, 0.139], [-0.556, -0.478, -0.011], [0.161, 0.552, 0.383], [-1.278, 0.394, 0.789], [0.086, 0.281, 0.501], [0.424, 0.030, -0.345], [1.367, 0.339, -0.357]],
  "lowdin_charge": [0.04, -0.54, 0.11, -0.05, -0.10, 0.11, -0.03, 0.10, 0.04, 0.10, 0.13, 0.09, 0.11, 0.04, -0.33, 0.16, 0.07, 0.11, 0.06, 0.02, 0.11, 0.07, 0.09, 0.04, 0.10, 0.10, 0.02, -0.39, 0.03, -0.01, 0.09, 0.04, -0.05, 0.08, 0.05, 0.05, 0.08, 0.07, 0.07, -0.01, -0.44, -0.07, -0.15, -0.10, -0.39, 0.02, 0.19, -0.01, -0.02, 0.03, 0.09, 0.11, 0.10, 0.10, 0.09, 0.11, 0.11, 0.09, 0.16, 0.09, 0.11, 0.08, 0.11, 0.05, 0.12, 0.08, 0.09, 0.10, -0.04, -0.46, -0.11, -0.15, -0.10, -0.43, 0.08, 0.19, 0.00, -0.01, 0.01, 0.09, 0.11, 0.10, 0.10, 0.14, 0.11, 0.12, 0.13, 0.14, 0.09, 0.11, 0.09, 0.12, 0.08, 0.08, 0.11, 0.09, 0.11, 0.04, -0.44, -0.15, -0.14, -0.13, -0.39, -0.02, 0.23, 0.00, 0.01, 0.01, 0.07, 0.11, 0.09, 0.15, 0.02, 0.12, 0.11, 0.11, 0.09, 0.09, 0.11, 0.10, 0.04, 0.11, 0.09, 0.12, 0.09, 0.11, 0.14, -0.63, 0.13, 0.12, 0.13, 0.50, -0.34, -0.30, -0.33, -0.69, 0.08, 0.14, 0.15, 0.46, -0.35, -0.33, -0.31, -0.82, 0.23, 0.24, 0.21, 0.71, -0.27, -0.27, -0.22, -0.63, 0.11, 0.11, 0.12, 0.50, -0.32, -0.29, -0.34]
}